{
  "formula": "C3H7O5",
  "method": "ωB97M-V with the def2-TZVPD basis set",
  "symbols": ["O", "O", "O", "O", "O", "C", "C", "C", "H", "H", "H", "H", "H", "H", "H"],
  "coordinates": [[-0.30358, 0.15108, -0.36428], [2.88539, -1.55234, -0.65225], [-3.94662, 0.09477, 0.38739], [2.93496, -1.84333, 0.53551], [1.83597, -0.38626, -0.93815], [-1.56694, -0.34126, 0.22471], [-2.75814, 0.53680, -0.22273], [0.72135, -0.75387, -0.11679], [-4.68787, 0.63586, 0.10578], [1.07682, -0.72371, 0.90505], [-1.47368, -0.32522, 1.31526], [-2.55430, 1.57553, 0.05185], [-2.85173, 0.47613, -1.31344], [0.46920, -1.77145, -0.41301], [-1.72669, -1.37540, -0.10558]],
  "atomic_forces_ev_per_a": [[-1.27, -0.30, 0.25], [-0.78, 1.02, -0.36], [0.06, -0.61, 0.50], [0.40, -0.29, 0.26], [0.26, -0.48, 0.07], [0.43, 0.30, -0.35], [0.87, 0.30, -0.48], [0.45, 0.05, -0.43], [0.12, 0.08, -0.09], [-0.34, 0.03, 0.51], [-0.06, -0.01, -0.05], [0.14, 0.02, -0.06], [0.18, 0.05, 0.04], [-0.44, -0.27, 0.11], [-0.01, 0.12, 0.06]],
  "mulliken_spin": [0.00, 0.42, 0.00, 0.67, -0.09, 0.00, 0.00, 0.01, 0.00, 0.00, 0.00, 0.00, 0.00, 0.00, 0.00],
  "multiplicity": 2,
  "e_above_lowest_kcal_mol": 0.0,
  "energy_ev": -13454.499,
  "charge": 0,
  "orbital_gap_ev": [10.38, 9.24],
  "lumo_energy_ev": [0.1, -1.1],
  "homo_ev": [-10.322, -10.320]
}

***

{
  "formula": "C10H22CoLiO4",
  "method": "ωB97M-V with the def2-TZVPD basis set",
  "symbols": ["Co", "O", "O", "O", "O", "C", "C", "C", "C", "C", "C", "C", "C", "C", "C", "Li", "H", "H", "H", "H", "H", "H", "H", "H", "H", "H", "H", "H", "H", "H", "H", "H", "H", "H", "H", "H", "H", "H"],
  "coordinates": [[10.79222, -29.46741, -6.61198], [7.06049, -29.36327, -4.51116], [6.82613, -31.51977, -6.77660], [8.89882, -29.10497, -7.53883], [9.91756, -30.80585, -5.30585], [5.76864, -33.01166, -8.16340], [5.06521, -31.68706, -8.29196], [5.48862, -30.90929, -7.01044], [5.78584, -27.66623, -3.44383], [8.15339, -28.05087, -8.13476], [7.12845, -32.63890, -7.60329], [6.53973, -29.86819, -3.25633], [6.61846, -27.98407, -4.64484], [10.25325, -31.70685, -4.25173], [6.35659, -28.55544, -2.38092], [8.01543, -30.21429, -6.06818], [4.72386, -31.17404, -6.28028], [9.98312, -32.72959, -4.51471], [7.74681, -32.27715, -8.42480], [5.54901, -30.31415, -3.34407], [5.22174, -33.73218, -7.55525], [7.29207, -30.55353, -2.86596], [11.32161, -31.63727, -4.04709], [9.67852, -31.48401, -3.35278], [7.46958, -27.30326, -4.63116], [5.52442, -29.82416, -7.10682], [5.44843, -31.16860, -9.17084], [5.65440, -28.79475, -1.58233], [8.74409, -27.13559, -8.09711], [7.92715, -28.21249, -9.18871], [4.71891, -27.75936, -3.64648], [7.27310, -28.15067, -1.95163], [6.13766, -27.75822, -5.59664], [3.98305, -31.77798, -8.38567], [5.88581, -26.61923, -3.15765], [5.92988, -33.57903, -9.08003], [7.27968, -27.94449, -7.49178], [7.63516, -33.49326, -7.15450]],
  "atomic_forces_ev_per_a": [[-2.16, -0.83, 0.18], [-0.28, 0.33, -0.68], [0.28, 1.63, 2.01], [1.50, -0.27, 0.79], [0.26, 0.58, -0.81], [0.29, -1.23, -0.30], [-0.08, 0.97, -0.22], [-0.25, -2.36, -1.62], [-0.72, 1.38, 0.18], [0.92, 0.40, 1.19], [-1.23, 0.02, -1.27], [0.69, 1.52, 1.33], [0.60, 0.71, -0.28], [0.97, 0.72, -0.48], [-0.45, -2.12, -0.41], [-0.61, -0.44, 0.45], [0.68, -0.01, 0.75], [-0.23, -0.08, -0.39], [0.24, -0.01, -0.12], [0.19, -0.27, -0.39], [0.06, 0.26, 0.51], [-0.29, -0.14, 0.01], [-0.13, -0.12, 0.16], [-0.28, 0.32, 0.03], [0.59, -0.30, 0.04], [0.44, -0.10, -0.07], [-0.11, 0.07, -0.14], [0.08, 0.25, 0.07], [0.05, 0.10, -0.11], [-0.20, -0.55, -0.08], [-0.02, -0.60, 0.19], [0.09, -0.22, -0.15], [-0.38, -0.61, -0.10], [0.09, 0.06, 0.02], [0.16, 0.09, -0.15], [-0.25, 0.40, -0.37], [-0.43, 0.03, -0.55], [-0.06, 0.42, 0.78]],
  "mulliken_spin": [2.47, -0.01, 0.00, 0.65, 0.65, 0.00, 0.00, 0.00, 0.00, -0.02, 0.00, 0.00, 0.00, -0.01, 0.00, 0.06, 0.00, 0.06, 0.00, 0.00, 0.00, 0.00, 0.00, 0.06, 0.00, 0.00, 0.00, 0.00, 0.02, 0.07, 0.00, 0.00, 0.00, 0.00, 0.00, 0.00, 0.03, 0.00],
  "multiplicity": 5,
  "energy_ev": -56728.723,
  "charge": 2,
  "orbital_gap_ev": [7.08, 4.93],
  "lumo_energy_ev": [-9.1, -11.3],
  "homo_ev": [-16.202, -16.201]
}

***

{
  "formula": "C6H8N2OSi",
  "method": "ωB97M-V with the def2-TZVPD basis set",
  "symbols": ["Si", "O", "N", "N", "C", "C", "C", "C", "C", "C", "H", "H", "H", "H", "H", "H", "H", "H"],
  "coordinates": [[-1.05928, -2.07322, 0.02803], [-1.96289, 0.78223, 1.67372], [1.71274, -1.18034, -0.21389], [-1.77494, 2.06241, -0.15638], [2.56778, 1.00108, 0.36523], [2.69497, -0.22175, -0.13081], [-1.22608, 1.18134, 0.81192], [0.12172, 0.83734, 0.67768], [0.53262, -0.99807, 0.01510], [1.27018, 1.53189, 0.71027], [-2.71028, 1.94805, -0.21451], [-1.29249, -2.03373, 1.44648], [1.33306, 2.60831, 0.84875], [-2.11298, -1.82470, -1.00339], [-0.28808, -3.19385, -0.63480], [-1.36462, 1.99038, -1.02769], [3.46255, 1.52479, 0.45851], [3.64447, -0.65206, -0.31680]],
  "atomic_forces_ev_per_a": [[2.19, -0.51, -1.55], [-0.52, -0.93, 1.25], [1.23, -0.64, -1.06], [3.23, -0.39, 2.08], [-1.85, -1.10, -0.26], [0.51, -1.15, 0.76], [-2.38, 2.09, -0.99], [4.13, -3.72, -1.84], [-4.10, 4.26, 1.79], [-0.01, 0.92, -0.35], [-3.75, -0.21, 0.03], [-0.68, -0.41, 0.47], [-0.60, 0.10, 0.55], [0.10, 0.53, 0.64], [-0.72, -0.28, 0.73], [1.22, 0.14, -2.04], [1.04, 1.32, 0.23], [0.94, -0.01, -0.43]],
  "mulliken_charge": [0.34, -0.56, -0.48, -0.52, -0.36, -0.33, -0.08, 0.41, 0.35, -0.26, 0.25, -0.04, 0.35, -0.06, -0.10, 0.24, 0.44, 0.40],
  "energy_ev": -19253.355,
  "charge": 0,
  "orbital_gap_ev": 8.87,
  "lumo_energy_ev": 0.2,
  "homo_ev": -8.672
}

***

{
  "formula": "C24H52BN7O12PS4",
  "method": "ωB97M-V with the def2-TZVPD basis set",
  "symbols": ["S", "S", "S", "S", "P", "O", "O", "O", "O", "O", "O", "O", "O", "O", "O", "O", "O", "N", "N", "N", "N", "N", "N", "N", "C", "C", "C", "C", "C", "C", "C", "C", "C", "C", "C", "C", "C", "C", "C", "C", "C", "C", "C", "C", "C", "C", "C", "C", "B", "H", "H", "H", "H", "H", "H", "H", "H", "H", "H", "H", "H", "H", "H", "H", "H", "H", "H", "H", "H", "H", "H", "H", "H", "H", "H", "H", "H", "H", "H", "H", "H", "H", "H", "H", "H", "H", "H", "H", "H", "H", "H", "H", "H", "H", "H", "H", "H", "H", "H", "H", "H"],
  "coordinates": [[4.93004, 7.48127, -5.17139], [-2.24028, 0.32075, -0.93580], [-6.14132, 3.07315, 1.06024], [0.55247, 5.24074, -3.41527], [0.50757, -2.92017, 1.13290], [5.38670, 7.11861, -6.49233], [4.73421, 6.49865, -4.12686], [0.23316, -3.05725, -0.53971], [0.61988, -6.77142, 7.07753], [-1.60308, -7.47023, 6.19221], [0.58688, 6.61689, -2.97188], [-2.01457, 1.28315, 0.12003], [-1.28460, -0.72325, -1.24568], [-0.26829, 4.80913, -4.52388], [-6.54261, 4.37694, 0.58852], [-6.39653, 1.86607, 0.30235], [1.71836, -5.18251, -2.05790], [1.87624, -1.80150, 1.39771], [0.72484, -6.05418, 3.74788], [1.00781, -4.53080, 1.82101], [-0.10887, -5.87969, 4.83259], [-0.48989, -3.93427, 3.58044], [3.63280, -7.87588, 5.06514], [1.61731, -7.48614, -2.34189], [3.44992, 8.47495, -5.33128], [-5.50896, 2.77702, 3.62655], [-3.85140, -0.42614, -0.72009], [-4.39338, 3.57041, 2.94255], [1.25978, -6.45282, 0.07909], [1.54462, -6.26626, -1.47694], [2.22437, 4.66567, -3.68426], [-3.79646, 0.42267, -3.03616], [5.97665, 8.78510, -4.54839], [3.12197, -6.86846, 4.08487], [0.45923, -4.86016, 2.99956], [2.51163, 3.65126, -2.57565], [-6.74681, 2.85965, 2.73078], [-4.72261, 0.10162, -1.86104], [-2.62783, 1.19650, -2.44053], [1.61291, -7.21554, 3.56919], [-4.40909, 3.13230, 1.48401], [3.81168, 9.86745, -4.81075], [1.96477, -5.32102, 1.00850], [0.20559, 4.19162, -2.01391], [-1.85727, -8.34378, 5.06000], [5.31236, 10.06608, -5.03593], [1.17520, 3.02731, -2.16716], [-0.84395, -4.64066, 4.78393], [-0.37769, -6.73790, 6.03655], [1.75284, -7.53684, 2.47380], [0.41747, 4.76353, -1.10805], [3.84795, -6.88852, 3.18636], [-5.48987, -0.62389, -2.13837], [2.95341, 4.16210, -1.71414], [-1.58284, -4.36958, 5.59715], [2.33979, -1.58353, 0.50399], [6.99188, 8.65763, -4.92277], [-7.34472, 1.94956, 2.78486], [2.48855, -7.99022, -2.11532], [-7.36360, 3.72468, 2.97904], [1.74690, -7.45551, 0.37562], [-4.00356, 2.12499, 1.37130], [2.80346, -5.81358, 1.61954], [-5.23417, 1.01340, -1.54070], [0.15957, -6.51086, 0.36436], [3.22552, 2.89532, -2.90924], [3.17396, 8.50137, -6.38655], [2.50403, -4.62434, 0.26809], [3.10217, -5.81319, 4.54326], [-1.19312, -9.27562, 5.19143], [-3.42225, 3.38618, 3.40580], [5.68986, 10.94100, -4.50335], [3.30058, -8.82437, 4.85357], [-1.69179, -7.84126, 4.04067], [-4.60495, 4.64197, 3.01429], [5.51013, 10.20799, -6.10314], [3.59283, 9.92873, -3.73999], [3.22256, 10.63950, -5.30980], [2.26743, 4.20212, -4.67119], [-4.25220, -0.14622, 0.25484], [0.82724, 2.35085, -2.95495], [2.90934, 5.51305, -3.64155], [-3.88739, 3.82296, 0.82226], [-3.43838, -0.50739, -3.48960], [5.96770, 8.72768, -3.45779], [2.52705, -2.18224, 2.09667], [-5.20004, 1.73199, 3.73260], [-4.30675, 1.00005, -3.80890], [-0.33142, -2.28731, -0.82211], [0.83535, -8.11814, -2.11723], [-5.72110, 3.15875, 4.62743], [1.26097, 2.45298, -1.24227], [-2.92594, 2.21111, -2.16773], [-1.75386, 1.22378, -3.09137], [-2.95410, -8.69135, 5.04840], [4.66787, -7.89680, 5.00759], [2.64606, 8.02312, -4.74816], [0.69291, -5.82511, 7.35735], [-3.73178, -1.50964, -0.77573], [-0.84006, 3.88544, -2.02835], [1.31301, -8.15913, 4.12692]],
  "atomic_forces_ev_per_a": [[0.05, 0.24, -0.02], [-0.74, 0.64, -0.01], [0.17, 0.16, 0.08], [0.22, 0.05, 0.08], [-2.44, 2.87, -0.15], [-0.08, -0.25, 0.34], [0.21, -0.13, -0.32], [1.49, -0.11, 1.86], [-2.67, 1.47, -1.71], [2.90, 1.19, -1.44], [-0.23, -0.12, -0.35], [0.46, -0.43, -0.06], [0.41, -0.11, 0.23], [-0.04, 0.28, 0.16], [-0.06, -0.42, -0.15], [-0.10, 0.26, -0.14], [-0.33, -3.16, 2.80], [-0.46, -2.18, -1.17], [-2.08, 3.15, -1.01], [1.42, -0.35, -1.37], [-2.74, 2.22, 1.37], [0.87, -5.06, 3.78], [0.02, 0.44, -0.55], [-0.25, 0.63, 1.66], [-0.52, 0.25, 0.00], [0.11, -0.09, 0.16], [-0.46, -0.32, 0.10], [-0.01, 0.14, 0.10], [0.95, -0.26, 0.89], [0.10, 1.73, -2.43], [0.43, -0.10, -0.02], [-0.06, -0.26, -0.08], [0.29, 0.37, 0.13], [0.26, -0.12, -0.53], [-0.61, 0.45, 0.28], [0.11, -0.07, 0.12], [-0.23, -0.14, 0.54], [-0.20, 0.25, -0.16], [0.03, 0.09, -0.49], [2.73, -0.86, -0.16], [0.36, 0.02, 0.17], [-0.05, 0.18, 0.15], [0.98, -0.96, -1.23], [-0.12, -0.35, 0.36], [-0.83, -1.18, -0.81], [-0.03, 0.11, -0.14], [0.04, -0.16, 0.00], [3.16, -1.33, -4.16], [-0.09, -2.26, 2.72], [-0.94, 0.84, 1.64], [-0.04, 0.02, -0.10], [-1.34, 0.49, 1.05], [0.07, 0.06, 0.08], [-0.04, -0.03, -0.07], [1.07, -0.29, -1.29], [0.13, -0.12, 0.61], [-0.10, -0.18, 0.01], [-0.04, 0.15, -0.18], [-0.51, 0.25, -0.22], [0.05, -0.04, -0.18], [-0.91, 1.34, -0.59], [-0.01, 0.11, -0.05], [-1.37, 0.85, -0.66], [0.03, -0.15, 0.02], [1.26, 0.07, -0.81], [-0.04, 0.11, 0.01], [0.12, -0.13, 0.07], [-0.98, -0.70, 1.26], [0.16, -1.61, -0.61], [-1.03, 1.40, -0.44], [-0.07, 0.03, -0.07], [-0.01, -0.08, -0.05], [0.25, 0.57, -0.02], [0.02, -0.59, 1.48], [0.05, -0.07, -0.03], [0.04, -0.02, 0.09], [0.02, -0.02, -0.09], [0.03, -0.10, 0.05], [-0.12, 0.11, 0.04], [0.17, -0.02, -0.03], [-0.01, 0.04, 0.06], [-0.20, -0.09, -0.13], [-0.14, -0.10, -0.10], [0.04, 0.11, -0.03], [-0.01, -0.08, -0.08], [-0.08, 0.42, -0.50], [-0.01, 0.08, -0.02], [0.08, -0.03, 0.07], [0.23, -0.41, 0.45], [0.51, 0.23, 0.00], [-0.01, -0.05, -0.09], [-0.06, 0.03, -0.07], [0.06, -0.09, 0.08], [0.06, 0.02, 0.17], [1.72, 0.67, 0.34], [-1.02, -0.04, 0.16], [0.09, -0.11, -0.11], [0.71, -1.02, -0.11], [0.13, 0.10, 0.03], [0.02, 0.19, -0.06], [-0.38, 1.54, -0.45]],
  "mulliken_charge": [1.16, 1.22, 1.15, 1.22, 0.08, -0.67, -0.70, -0.29, -0.45, -0.39, -0.69, -0.64, -0.91, -0.68, -0.69, -0.68, -0.39, -0.56, 0.39, -0.04, 0.10, -0.55, -0.61, -0.62, -0.28, -0.64, -0.72, -0.77, -0.42, 0.28, 0.00, -0.81, -0.71, -0.21, 0.54, -0.98, -0.66, -0.37, -0.49, -0.61, -0.19, -0.73, -0.53, -0.53, -0.50, -0.58, -0.45, -0.23, 0.51, -0.03, 0.34, 0.32, 0.39, 0.33, 0.38, 0.28, 0.38, 0.34, 0.29, 0.36, 0.31, -0.03, -0.06, 0.08, 0.38, 0.39, 0.39, 0.56, 0.17, 0.24, 0.35, 0.35, 0.23, 0.21, 0.34, 0.30, 0.30, 0.34, 0.42, 0.36, 0.19, -0.13, 0.42, 0.31, 0.35, 0.27, 0.28, 0.41, 0.51, 0.30, 0.35, 0.40, 0.30, 0.32, 0.25, 0.28, 0.08, 0.31, 0.36, 0.21, 0.57],
  "energy_ev": -114030.284,
  "charge": 1,
  "orbital_gap_ev": 7.59,
  "lumo_energy_ev": -3.3,
  "homo_ev": -10.896
}